one) The following is a DFT calculation (ωB97M-V/def2-TZVPD) of one molecule with the formula C2H4N2O3.

The total charge is 0. The SMILES is O=C(/C=N\O)NO. The HOMO-LUMO gap is 9.47 eV. The spin multiplicity is 1.

Geometry (Å):
O 1.01423 2.12924 0.56105
C 0.34880 1.09742 0.41150
C 1.02215 -0.38505 -0.26043
N 0.75135 -0.88310 -1.29809
O -0.37206 -0.56829 -1.89520
N -0.79988 0.72972 1.02294
O -1.17890 -0.58136 0.91417
H 1.88769 -0.64095 0.51573
H -0.49532 -1.22307 -2.75779
H -1.43188 1.54431 1.21590
H -0.74617 -1.21886 1.57022

=====

two) The following is a DFT calculation (ωB97M-V/def2-TZVPD) of one molecule with the formula C2H4N2O3.

The total charge is 0. The SMILES is O=C/C(=N/O)NO. The HOMO-LUMO gap is 8.20 eV. The spin multiplicity is 1.

Geometry (Å):
O -2.16847 0.96987 -0.65770
C -1.39049 1.21368 0.37011
C -0.15950 0.41468 0.56746
N 0.91399 0.69125 1.40125
O 2.12307 -0.08198 0.67603
N -0.26223 -0.77158 -0.15583
O 0.73493 -1.05449 -1.12726
H -1.48164 1.97743 1.11284
H 1.68359 -0.66663 -0.05150
H -1.04307 -0.75669 -0.94881
H 1.04984 -1.93554 -1.18660

=====

three) The following is a DFT calculation (ωB97M-V/def2-TZVPD) of a 2-piece molecular cluster, C2H4N2O3 overall.

The total charge is 0. The SMILES is O=C(O)NO.C#N. The HOMO-LUMO gap is 10.40 eV. The spin multiplicity is 1.

Geometry (Å):
O -1.43167 0.10053 0.80082
C -0.62373 0.32576 -0.06535
O 0.26000 1.39771 -0.03514
N -0.57513 -0.31704 -1.25640
O 0.01309 0.26957 -2.38672
H 0.22607 1.81413 0.83481
H -1.14248 -1.11278 -1.48712
H 0.68536 0.88414 -2.04573
C 0.82192 -1.13878 1.81651
N 1.68448 -0.39423 1.69332
H 0.08210 -1.82901 2.13099

=====

Energy ordering: three) at the bottom, the next structure 82.1 kcal/mol above.